13
Properties=species:S:1:pos:R:3:forces:R:3 method="wB97M-V/def2-TZVPD" de_lowest_kj_mol=337.0 homo_lumo_gap_ev=9.63
H -0.332 -2.381 -0.277 -0.189 0.444 -0.031
N -1.078 -1.656 -0.255 -0.605 -0.750 -0.663
C -0.578 -0.541 -0.361 5.964 1.091 2.730
C -0.899 0.809 0.008 -6.498 -0.038 -1.527
O -2.474 0.765 -0.214 1.862 1.325 0.609
C 1.206 -0.488 -0.057 -1.400 -2.831 -1.125
N 2.002 0.579 0.143 -0.378 0.578 -0.060
O 1.629 -1.630 -0.052 0.494 0.396 0.075
H -0.730 1.067 1.054 0.394 -0.186 -0.170
H -0.572 1.550 -0.722 0.080 -0.040 0.299
H -2.815 -0.023 0.238 0.465 0.143 -0.112
H 1.639 1.504 0.283 0.016 0.012 -0.134
H 3.001 0.444 0.213 -0.205 -0.142 0.109

=====

13
Properties=species:S:1:pos:R:3:forces:R:3 method="wB97M-V/def2-TZVPD" de_lowest_kj_mol=103.1 homo_lumo_gap_ev=10.46
N 2.047 -0.495 1.126 0.208 -0.039 -0.567
C 0.705 -0.440 0.917 0.179 0.956 0.458
O -0.117 -0.721 1.756 -0.085 -0.505 -0.057
C 0.301 0.138 -0.444 -0.281 0.507 0.238
N -1.015 0.742 -0.326 -0.916 0.085 0.181
C -2.048 0.351 -1.147 0.309 -1.192 -0.849
O -3.140 -0.034 -0.810 -0.116 0.781 0.404
H 2.456 -0.972 1.910 -0.251 0.104 0.187
H 2.648 0.060 0.542 0.099 -0.243 -0.056
H 0.325 -0.704 -1.135 -0.137 0.093 -0.232
H 0.986 0.915 -0.789 0.430 -0.293 0.062
H -1.363 0.840 0.623 0.322 -0.361 0.137
H -1.785 0.320 -2.222 0.239 0.108 0.093

=====

13
Properties=species:S:1:pos:R:3:forces:R:3 method="wB97M-V/def2-TZVPD" de_lowest_kj_mol=532.8 homo_lumo_gap_ev=9.74
H 3.436 0.104 -0.449 -1.620 -2.664 2.522
N 2.796 -0.726 0.109 -2.217 5.755 -3.202
C 1.566 -0.130 0.025 3.426 -0.760 -0.447
N 1.019 1.210 0.022 3.604 -1.885 2.112
O -0.321 1.184 0.128 -2.420 -1.122 -0.221
C -0.589 -0.175 0.528 -2.542 0.055 -1.999
C -2.101 -0.518 -0.185 1.865 0.769 0.976
O 0.506 -0.909 -0.025 -2.052 -0.970 0.947
H 1.298 1.853 -0.642 0.818 1.318 -1.601
H -0.490 -0.224 1.593 -0.377 -0.225 0.808
H -1.782 -0.286 -1.244 -1.044 -0.144 1.023
H -2.419 -1.613 -0.122 0.547 1.637 0.227
H -2.920 0.231 0.261 2.013 -1.764 -1.143